{
  "formula": "C3H4Br2",
  "method": "ωB97M-V with the def2-TZVPD basis set",
  "symbols": ["C", "C", "C", "Br", "Br", "H", "H", "H", "H"],
  "positions_angstrom": [[0.398, 0.064, 0.698], [-0.059, 0.341, -0.734], [1.131, 0.932, -0.165], [1.967, 2.560, 0.011], [3.716, -1.463, 0.005], [-0.104, 0.497, 1.522], [0.953, -0.923, 0.855], [0.277, -0.383, -1.566], [-0.950, 0.941, -0.967]],
  "e_above_lowest_kcal_mol": 81.7,
  "gap_ha": [0.184, 0.184],
  "max_force_ev_per_a": 3.1,
  "e_homo_ha": [-0.301, -0.301],
  "multiplicity": 1,
  "total_energy_ha": -5264.5677
}